# 1
A molecular structure, C3H6N2O2 in a non-equilibrium geometry, computed with ωB97M-V with the def2-TZVPD basis set.

Total charge   0
HOMO-LUMO gap (alpha / beta)   7.9 / 7.9 eV
E_LUMO (alpha / beta)   -1.3 / -1.3 eV
Relative energy (zero: lowest compared OMol25 entry of this formula, charge and spin)   7.130 eV
HOMO energy (alpha / beta)   -9.2 / -9.2 eV

XYZ file:
```
13
Properties=species:S:1:pos:R:3:forces:R:3
N 1.3736 -0.1500 0.2917 -1.10 1.54 -0.08
C -0.9546 0.4717 0.8442 -0.40 1.78 2.74
C 0.3431 -0.0415 -0.4955 3.39 -1.08 -0.42
N -1.1715 -0.6592 1.6049 -0.18 0.38 -0.55
C -0.0259 0.0948 -1.7578 -0.21 0.43 -0.20
O 2.6207 -0.2589 -0.2525 0.06 -1.06 -0.49
O -1.8556 1.1877 0.4225 0.18 -0.68 0.00
H 2.5810 -0.1369 -1.2162 -0.19 -0.12 0.01
H 0.0892 0.9874 1.2002 -1.43 -0.96 -1.07
H -2.1275 -0.8515 1.8676 0.24 -0.20 0.04
H -0.3807 -1.1319 2.0133 -0.25 -0.01 0.02
H -0.9523 -0.3248 -2.1153 0.07 -0.38 -0.11
H 0.4605 0.8132 -2.4073 -0.17 0.37 0.12
```
Forces are in eV/Å.


# 2
A molecular structure, C32H35N5O11P2Pt in a non-equilibrium geometry, computed with ωB97M-V with the def2-TZVPD basis set.

Total charge   0
HOMO-LUMO gap   7.1 eV
E_LUMO   -1.0 eV
Relative energy (zero: lowest compared OMol25 entry of this formula, charge and spin)   1.192 eV
HOMO energy   -8.1 eV

XYZ file:
```
86
Properties=species:S:1:pos:R:3:forces:R:3
Pt -0.1464 -0.0073 0.3308 -2.28 0.86 1.18
C -0.3740 2.6045 2.6508 -0.08 -0.19 -0.09
P 0.0907 2.2868 0.9118 0.19 -0.08 -0.48
C 1.9058 2.4790 0.8981 0.34 -0.04 0.01
N 2.4945 3.6313 0.7448 -0.11 -0.01 -0.02
C 3.8524 3.6319 0.6604 0.06 -0.10 0.04
C 4.5300 4.8416 0.4131 0.12 0.05 -0.01
C 5.8944 4.8494 0.3232 -0.23 0.15 -0.01
C 6.6321 3.6624 0.4866 0.05 -0.21 0.04
C 5.9992 2.4774 0.7337 0.14 0.06 -0.03
C 4.5952 2.4410 0.8168 -0.11 0.10 -0.04
N 3.9683 1.2536 1.0241 -0.06 0.12 0.03
C 2.6673 1.2727 1.0288 0.12 -0.10 0.04
P 1.7565 -0.3069 1.1706 1.00 -0.21 0.28
C 1.6588 -0.7219 2.9309 0.30 0.07 0.04
C 2.6976 -1.6908 0.3832 0.10 -0.13 0.22
C 2.9203 -1.4242 -1.1005 -0.10 0.04 -0.01
C 4.0439 -1.8908 1.0910 -0.03 -0.06 -0.05
C 1.8535 -2.9659 0.5413 0.01 0.07 0.00
C -0.6662 3.7262 -0.0028 -0.18 -0.06 -0.08
C -0.1219 3.7957 -1.4272 0.11 -0.10 -0.02
C -2.1726 3.4414 -0.0760 -0.02 -0.14 0.15
C -0.4348 5.0626 0.7095 0.02 -0.13 0.04
H 0.0059 3.5575 3.0115 0.03 0.05 -0.07
H -0.0027 1.8114 3.2925 0.06 -0.08 -0.01
H -1.4615 2.5845 2.7159 -0.04 0.04 0.02
H 3.9385 5.7362 0.2898 -0.02 0.09 -0.02
H 6.4195 5.7721 0.1216 0.00 0.06 -0.01
H 7.7086 3.6964 0.4069 0.07 -0.03 0.00
H 6.5404 1.5506 0.8521 0.05 -0.06 0.00
H 2.6569 -0.7572 3.3673 0.00 -0.03 0.02
H 1.1630 -1.6833 3.0430 -0.04 -0.03 -0.05
H 1.0718 0.0261 3.4532 -0.05 0.07 0.02
H 3.5048 -0.5232 -1.2598 0.05 0.15 -0.08
H 1.9700 -1.3273 -1.6237 0.04 0.00 -0.03
H 3.4638 -2.2717 -1.5198 0.04 -0.04 -0.01
H 4.6594 -0.9996 1.0413 0.07 0.02 0.00
H 4.5653 -2.7082 0.5912 0.03 -0.06 -0.03
H 3.9155 -2.1806 2.1325 0.00 -0.01 0.08
H 0.8285 -2.8283 0.2037 -0.02 -0.06 -0.03
H 1.8390 -3.3167 1.5729 -0.07 0.01 0.04
H 2.3146 -3.7477 -0.0629 0.04 -0.04 -0.02
H -0.4214 2.9245 -2.0055 0.00 -0.01 -0.01
H 0.9632 3.8669 -1.4475 0.09 0.00 -0.05
H -0.5386 4.6777 -1.9156 -0.02 0.05 0.01
H -2.3851 2.4240 -0.4115 -0.03 -0.01 -0.06
H -2.6295 4.1338 -0.7834 -0.02 0.04 -0.02
H -2.6589 3.5847 0.8894 -0.03 -0.03 0.04
H 0.6231 5.2827 0.7947 0.14 0.07 0.03
H -0.8838 5.0779 1.7005 -0.03 0.01 0.06
H -0.9084 5.8578 0.1319 -0.04 -0.01 -0.08
O -2.5546 -0.2865 1.1441 -0.04 -0.26 0.15
C -2.0821 -1.3356 1.6157 -0.25 0.25 -0.15
O -0.8971 -1.7255 1.3150 0.63 -0.54 -0.39
C -2.8113 -2.2194 2.5731 -0.38 0.38 -0.14
C -4.1379 -1.9376 2.8816 0.28 0.10 -0.14
C -4.8608 -2.7232 3.7734 0.03 -0.27 0.20
C -4.1937 -3.7873 4.3355 0.31 -0.02 -0.12
O -4.6601 -4.7090 5.2311 -0.16 0.31 -0.15
C -3.5870 -5.6049 5.4740 -0.01 -0.50 0.37
O -2.4606 -5.1808 4.7258 0.15 0.22 -0.21
C -2.8645 -4.0704 4.0274 -0.37 0.07 0.07
C -2.1473 -3.3074 3.1463 -0.02 -0.25 0.16
H -4.5970 -1.0841 2.4064 -0.04 0.05 -0.04
H -5.8918 -2.5167 4.0136 -0.07 0.02 0.02
H -3.8801 -6.6121 5.1487 0.06 0.15 0.11
H -3.3392 -5.5850 6.5434 -0.05 -0.07 -0.18
H -1.1266 -3.5336 2.8873 0.10 -0.02 -0.01
O -0.6490 0.5718 -7.5759 0.01 0.28 -0.08
N 0.4616 0.8448 -7.1546 0.15 -0.78 -0.22
O 1.4489 1.0029 -7.8518 -0.20 0.25 -0.02
C 0.6432 0.8699 -5.7225 -0.17 0.16 0.50
C 1.9015 1.1383 -5.2013 -0.24 0.00 0.26
C 2.0701 1.1868 -3.8352 -0.46 0.07 -0.05
C 1.0087 0.9129 -2.8769 0.29 0.15 0.09
O 1.1477 0.9572 -1.6392 0.17 0.07 -0.64
C -0.2533 0.6285 -3.5227 0.29 -0.01 -0.53
C -0.4496 0.6406 -4.8867 0.40 0.11 0.11
N -1.4202 0.3612 -2.7134 -0.38 -0.06 0.02
O -2.4655 0.8734 -3.0441 -0.07 0.08 -0.02
O -1.3331 -0.4128 -1.7584 0.14 0.06 -0.02
N 3.3986 1.5456 -3.3746 0.47 -0.41 0.35
O 3.5540 1.9820 -2.2457 -0.24 0.14 -0.12
O 4.3230 1.3442 -4.1441 0.07 0.13 -0.09
H 2.7407 1.3267 -5.8543 -0.05 0.00 0.00
H -1.4302 0.4625 -5.3013 -0.01 -0.01 -0.03
```
Forces are in eV/Å.


# 3
A molecular structure, C20H26N2O4 in a non-equilibrium geometry, computed with ωB97M-V with the def2-TZVPD basis set.

Total charge   0
HOMO-LUMO gap   7.1 eV
E_LUMO   -0.2 eV
Relative energy (zero: lowest compared OMol25 entry of this formula, charge and spin)   21.223 eV
HOMO energy   -7.3 eV

XYZ file:
```
52
Properties=species:S:1:pos:R:3:forces:R:3
C 5.6826 -1.4722 1.5212 -1.46 -2.58 -2.31
C 4.1745 -1.8623 1.1562 1.40 -2.27 2.89
O 3.2902 -0.7578 1.2271 11.65 -1.14 0.46
C 2.0898 -0.8254 1.1744 -7.34 -2.86 -1.72
C 1.5654 0.3771 1.3529 -1.22 4.28 3.04
C 0.2095 0.4731 1.5820 -2.14 5.04 0.01
C -0.5183 -0.5650 1.3278 -6.40 -6.33 -3.37
C -0.0969 -1.9088 0.7696 8.73 11.65 3.96
C 1.3082 -2.0655 0.8041 -3.62 5.88 1.22
O 1.9398 -3.0959 0.4870 2.07 -6.27 -1.06
C 1.0524 -4.4463 0.3699 12.36 0.58 -13.26
C 2.1062 -5.6188 -0.0181 2.98 13.53 5.92
H 1.6728 -6.2866 -0.3608 -7.14 -11.99 -4.77
H 2.6868 -5.2395 -0.7733 1.26 1.34 -2.08
H 2.7548 -5.6506 0.7684 1.45 -1.32 2.29
H 0.6107 -4.1285 -0.4991 -2.16 -0.02 -1.83
H 0.6226 -4.3878 1.1100 -8.16 -0.04 13.50
H -0.6076 -2.6418 0.6523 -6.81 -8.34 -1.60
C -2.3522 -0.4432 1.1095 11.27 8.13 7.77
N -2.4496 0.6878 0.3901 1.64 -1.59 -4.63
C -3.0485 1.7484 0.5942 -5.15 2.85 11.04
O -3.6276 1.8339 1.9305 1.96 0.25 -6.52
C -3.0987 2.9082 -0.2074 2.32 0.01 -1.98
C -4.0400 3.8628 -0.0992 -1.57 1.79 -5.54
C -4.2079 4.7733 -1.2887 1.14 3.72 5.07
C -3.0231 5.1638 -1.9770 2.75 -2.90 -1.91
N -1.7992 4.3866 -2.0455 -6.58 -2.75 4.30
C -2.1002 3.1465 -1.1518 7.37 3.38 -2.99
O -0.7976 2.3982 -1.0749 -4.86 0.09 0.99
C 0.2454 2.8186 -1.9397 -0.59 -10.09 -2.32
C -0.0768 2.3088 -3.4537 4.02 2.47 1.43
H -0.1857 1.2645 -3.6639 -0.55 -0.45 0.47
H 0.8765 2.6133 -3.9805 -0.48 -0.62 0.35
H -0.6968 3.0100 -3.9179 -1.89 0.40 -0.56
H 1.1271 2.1875 -1.5669 -1.04 1.37 -0.39
H 0.2488 3.7473 -1.7825 1.28 7.57 0.19
H -2.9108 5.8994 -2.8031 -0.81 0.13 1.17
H -4.8277 5.7766 -0.8951 0.88 -2.86 -1.87
H -4.9062 3.6662 0.4317 -1.22 0.04 1.79
H -1.9158 0.5970 -0.4317 0.74 0.34 -1.55
C -2.9760 -1.4805 0.7962 0.64 -16.62 -4.05
H -2.7946 -2.5209 1.6583 -0.71 3.44 -2.63
H -2.6123 -1.9888 -0.2728 -0.80 1.03 2.24
H -3.9182 -1.3281 0.6647 -6.22 0.53 -0.51
H -2.5445 -0.2562 2.1171 -0.64 1.10 1.71
H -0.4126 1.5279 1.7563 2.05 -2.76 -0.21
H 2.1365 1.2912 1.8124 -0.34 -2.11 -1.52
H 4.2157 -2.2574 0.1632 -0.25 -0.27 -0.62
H 3.8441 -2.7704 1.8911 0.54 2.32 -1.65
H 5.8250 -1.1908 2.5321 0.12 1.01 0.66
H 6.3030 -2.4321 1.3835 -1.02 1.22 0.15
H 5.9571 -0.8469 0.6700 0.55 0.68 0.82
```
Forces are in eV/Å.


# 4
CH4N2S in the gas phase in a non-equilibrium geometry, computed with ωB97M-V with the def2-TZVPD basis set.

Total charge   0
HOMO-LUMO gap (alpha / beta)   5.8 / 7.4 eV
Spin multiplicity   3
E_LUMO (alpha / beta)   0.6 / -2.1 eV
Expectation value of S²   2.01
Relative energy (zero: lowest compared OMol25 entry of this formula, charge and spin)   1.248 eV
HOMO energy (alpha / beta)   -5.2 / -9.5 eV

XYZ file:
```
8
Properties=species:S:1:pos:R:3:forces:R:3
C -0.6378 -0.5735 0.0533 6.27 -3.17 -1.00
N -1.9384 -0.3872 0.1474 -5.60 2.35 1.52
N 0.4751 0.2798 0.1459 -1.63 -1.95 -1.34
S 2.0520 -0.2513 0.0136 0.17 -1.18 0.33
H -0.3581 -1.4633 -0.5356 -0.07 0.58 -0.03
H 0.4587 1.0826 0.6371 -0.76 3.20 2.17
H -2.3214 0.5660 0.3240 0.68 -0.59 -0.72
H 2.2700 0.7469 -0.7857 0.95 0.75 -0.93
```
Forces are in eV/Å.